Record 1
This record from OMol25 describes a cluster of 2 separate species, C4H10N3 in total at a distorted geometry. The level of theory is wB97M-V/def2-TZVPD.

Last column: Mulliken spin population.
Positions of all 17 atoms, in Å:
C: 1.0941 -3.1999 -1.1420  1.080
C: 1.9789 -2.7609 -0.2939  0.252
C: 1.4139 -0.4886 0.7550  -0.130
C: -2.5287 2.1115 -0.3771  0.001
N: 0.4635 -0.2897 -0.0832  0.318
N: 2.1354 -1.7276 0.6598  0.434
N: -1.5606 2.6313 0.5051  0.004
H: 0.5565 -3.9584 -1.7739  -0.017
H: 2.7476 -3.5601 -0.1091  0.093
H: 1.9327 0.1099 1.5360  0.001
H: -2.7157 1.0849 -0.5884  0.000
H: -3.5937 2.6209 -0.2108  0.000
H: -2.1689 2.4285 -1.3829  0.000
H: 0.2093 0.7118 -0.2639  -0.008
H: 2.9926 -1.6801 1.0527  -0.028
H: -1.5570 2.4112 1.5120  0.000
H: -1.4000 3.5551 0.2046  0.000

Results
LUMO (alpha / beta) ... -4.1 / -8.0 eV
Total charge ... +1
HOMO energy (alpha / beta) ... -11.7 / -11.7 eV
Spin multiplicity ... 3
Relative energy (zero: lowest compared OMol25 entry of this formula, charge and spin) ... 304.5 kJ/mol
Orbital gap (alpha / beta) ... 7.7 / 3.7 eV
F_max ... 0.125 hartree/bohr
Energy ... -322.191450 hartree

***

Record 2
This record from OMol25 describes an isolated molecule of C12H8BrF2NO3 at a distorted geometry. The level of theory is wB97M-V/def2-TZVPD.

Last column: Mulliken charge in e.
Positions of all 27 atoms, in Å:
O: 0.1538 -1.3898 -1.5122  -0.647
C: 0.8218 -0.6287 -0.8507  0.341
N: 0.3629 0.4835 -0.2015  0.002
C: -0.9518 0.9465 -0.0954  0.142
C: -1.1552 2.3268 -0.0585  -0.615
C: -2.4219 2.8625 0.0520  -0.619
C: -3.5234 2.0261 0.1294  -0.521
C: -3.3401 0.6566 0.1210  -0.364
C: -2.0678 0.1137 0.0217  0.663
O: -1.9594 -1.2872 0.0319  -0.353
C: -1.6113 -1.8691 1.1718  0.412
F: -0.4205 -1.4384 1.6772  -0.277
F: -2.4966 -1.6200 2.1802  -0.276
C: 2.2756 -0.8182 -0.6829  0.451
C: 3.0741 -1.8345 -1.1410  -0.608
C: 4.3844 -1.5514 -0.7010  -0.152
C: 4.2813 -0.3805 -0.0078  -0.229
Br: 5.5707 0.6415 0.8661  -0.118
O: 3.0233 0.0781 0.0147  -0.323
H: 1.0653 1.1045 0.1774  0.291
H: -0.2957 2.9783 -0.1236  0.372
H: -2.5490 3.9338 0.0753  0.385
H: -4.5173 2.4363 0.2116  0.394
H: -4.1772 -0.0184 0.2068  0.415
H: -1.5485 -2.9568 1.0233  0.198
H: 2.7480 -2.6737 -1.7192  0.537
H: 5.2745 -2.1214 -0.8668  0.499

Results
LUMO ... 0.5 eV
HOMO energy ... -8.8 eV
SMILES string ... O=C(Nc1ccccc1OC(F)F)c1ccc(Br)o1
Orbital gap ... 9.2 eV
F_max ... 0.031 hartree/bohr
Energy ... -3516.306648 hartree

***

Record 3
This record from OMol25 describes a cluster of 2 separate species, C14H26F4N3O3 in total at a distorted geometry. The level of theory is wB97M-V/def2-TZVPD.

Last column: Mulliken charge in e.
Positions of all 50 atoms, in Å:
C: 4.0890 -4.3230 1.0938  -0.458
C: 4.1048 -3.5073 -0.1714  -0.234
N: 3.9563 -2.0016 -0.0324  -0.092
C: 2.7358 -1.3649 -0.2041  0.082
N: 2.5502 0.1652 -0.1166  -0.363
C: 1.1741 0.6109 -0.6557  0.522
C: 1.1389 1.8099 -1.7735  -0.603
O: 1.0108 3.0886 -1.0505  -0.376
C: 2.3280 3.5946 -0.6274  -0.559
C: 0.7275 -0.8431 -1.3135  -0.447
C: -0.7777 -1.0176 -1.9358  -0.944
C: -1.9909 -1.0646 -0.8354  0.775
C: -2.1145 0.2571 0.1260  -0.688
F: -3.2724 -1.1203 -1.6332  -0.388
N: 1.3701 -1.9949 -0.5473  0.145
C: 0.6960 -2.3647 0.7898  -0.366
O: -0.0492 -3.6063 0.5301  -0.288
C: -0.8579 -4.0293 1.6836  0.824
F: -1.5619 -2.9364 2.3935  -0.218
F: -1.9433 -4.9161 1.1192  -0.243
F: -0.1141 -4.9077 2.6509  -0.238
H: 5.0384 -4.4320 1.7753  0.286
H: 3.1069 -4.8958 1.4520  0.257
H: 4.2218 -4.0175 -1.2369  0.316
H: 4.8106 -1.4314 0.1758  0.349
H: 2.8047 0.5282 0.8304  0.364
H: 0.6129 0.9271 0.3276  0.313
H: 0.1476 1.6680 -2.4061  0.199
H: 2.0289 1.7738 -2.5449  0.337
H: 2.5778 3.3192 0.4908  0.179
H: 2.3179 4.7760 -0.7648  0.254
H: 3.2071 3.1373 -1.2900  0.283
H: 1.3922 -0.8421 -2.3042  0.281
H: -1.0093 -0.1572 -2.6938  0.305
H: -0.8324 -2.0365 -2.5420  0.324
H: -2.0078 -2.0235 -0.1560  -0.094
H: -1.7164 1.2302 -0.3930  0.126
H: -3.2701 0.4061 0.3770  0.236
H: -1.5955 0.0643 1.1746  0.253
H: 0.0237 -1.4346 1.0585  0.191
H: 1.5927 -2.4990 1.5510  0.399
C: -4.0564 4.4444 1.6589  -1.037
C: -3.9845 4.1684 0.1714  -0.262
O: -3.7932 2.7799 -0.0558  -0.442
H: -3.1381 4.1151 2.1561  0.242
H: -4.1992 5.5114 1.8512  0.353
H: -4.8825 3.8900 2.1162  0.343
H: -3.1446 4.7068 -0.2778  0.285
H: -4.9043 4.4831 -0.3310  0.251
H: -4.5485 2.3115 0.3394  0.264

Results
LUMO ... -5.3 eV
Total charge ... +1
HOMO energy ... -12.2 eV
Orbital gap ... 6.9 eV
F_max ... 0.108 hartree/bohr
Energy ... -1337.809878 hartree

***

Record 4
This record from OMol25 describes the ion C2H5N2S with charge +1 at a distorted geometry. The level of theory is wB97M-V/def2-TZVPD.

Last column: Mulliken charge in e.
Positions of all 10 atoms, in Å:
C: -1.2005 -0.6550 0.0105  0.248
C: 1.7564 1.1485 -0.0606  -0.248
N: 0.1115 -1.0415 -0.0794  -0.205
N: -1.5395 0.4864 0.3582  -0.511
S: 1.6288 -0.4731 0.0265  0.322
H: -1.8899 -1.6261 -0.3631  0.222
H: 0.7094 1.7458 0.0336  0.292
H: 2.7457 1.6248 0.1762  0.331
H: 0.2446 -1.9103 -0.4806  0.264
H: -2.5663 0.7005 0.3786  0.285

Results
LUMO ... -6.3 eV
Total charge ... +1
HOMO energy ... -15.1 eV
Relative energy (zero: lowest compared OMol25 entry of this formula, charge and spin) ... 232.8 kJ/mol
Orbital gap ... 8.8 eV
F_max ... 0.077 hartree/bohr
Energy ... -586.538482 hartree

***

Record 5
This record from OMol25 describes a structure of composition C4H2O5Zn at a distorted geometry. The level of theory is wB97M-V/def2-TZVPD.

Last column: Mulliken charge in e.
Positions of all 12 atoms, in Å:
C: -3.5142 2.6643 1.6008  0.715
O: -4.1144 3.4575 2.1620  -0.099
O: -2.8336 1.8852 1.0546  -0.109
O: -0.5579 0.2861 -1.1672  -0.277
C: 0.4598 -0.3803 -1.2684  0.657
O: 0.9585 -0.9857 -0.2263  -0.322
Zn: -1.7733 0.7741 0.0163  0.610
H: 0.9637 -0.5445 -2.2334  0.463
O: 3.5088 -0.8037 0.8164  -0.199
C: 2.7891 -1.1118 -0.0548  0.945
C: 2.1096 -2.1468 -0.6169  -0.683
H: 2.0039 -3.0945 -0.0831  0.299

Results
LUMO ... -10.4 eV
Total charge ... +2
HOMO energy ... -17.1 eV
Orbital gap ... 6.8 eV
F_max ... 0.157 hartree/bohr
Energy ... -2308.312541 hartree

***

Record 6
This record from OMol25 describes an isolated molecule of C4H6FNO at a distorted geometry. The level of theory is wB97M-V/def2-TZVPD.

Last column: Mulliken charge in e.
Positions of all 13 atoms, in Å:
C: -0.1673 -1.2511 -0.9669  -0.615
O: -0.9866 -0.9762 0.0812  -0.359
C: -1.2180 0.5109 0.0870  -0.257
N: -0.1635 1.3721 0.4824  -0.329
C: 0.7870 1.6424 1.1739  0.763
C: 1.7998 2.1324 1.8362  -0.667
F: 2.9542 2.4476 1.2493  -0.242
H: -0.6529 -1.3800 -1.9370  0.270
H: 0.1475 -2.3299 -0.8371  0.219
H: 0.7346 -0.5138 -0.9813  0.250
H: -1.7308 0.7043 -0.8421  0.358
H: -1.9001 0.5735 0.9248  0.282
H: 1.7059 2.4352 2.8004  0.327

Results
LUMO ... 0.7 eV
HOMO energy ... -8.4 eV
SMILES string ... COCN=C=CF
Relative energy (zero: lowest compared OMol25 entry of this formula, charge and spin) ... 350.6 kJ/mol
Orbital gap ... 9.1 eV
F_max ... 0.068 hartree/bohr
Energy ... -385.739992 hartree